# C6H16O2

3 unconnected molecules or ions with the total composition C6H16O2 (the ωB97M-V functional and the def2-TZVPD basis, OMol25).

Last column: Löwdin charge in e.
Atoms and positions in Å:
1 C -0.189 1.901 2.162  -0.102
2 C -0.892 0.961 1.220  -0.168
3 C -0.193 0.009 0.590  -0.155
4 C -0.935 -0.803 -0.479  -0.205
5 C -1.351 0.044 -1.749  -0.251
6 C -0.430 1.233 -2.023  -0.105
7 H 0.749 1.471 2.524  0.071
8 H -0.779 1.894 3.094  0.070
9 H 0.047 2.889 1.780  0.070
10 H -1.898 1.114 0.846  0.110
11 H 0.780 -0.366 0.857  0.071
12 H -0.263 -1.542 -0.921  0.089
13 H -1.769 -1.320 -0.007  0.102
14 H -1.248 -0.654 -2.585  0.091
15 H -2.416 0.245 -1.645  0.094
16 H -0.585 1.938 -1.216  0.058
17 H -0.649 1.652 -3.007  0.070
18 H 0.612 0.933 -2.102  0.073
19 O 3.355 -0.988 -0.975  -0.063
20 H 2.766 -1.085 -0.216  0.009
21 H 2.813 -1.371 -1.684  0.037
22 O 1.043 -2.465 1.613  -0.062
23 H 1.307 -3.311 1.973  0.038
24 H 0.126 -2.377 1.950  0.059

Forces on atoms 1 to 2 (eV/Å):
C -0.6142 -1.0297 1.3981
C 2.2519 -0.0404 -0.8312

Calculated values
**Relative energy (zero: lowest compared OMol25 entry of this formula, charge and spin)**: 117.7 kJ/mol
**Kohn-Sham gap**: 9.69 eV
**Molar mass**: 120.19 g mol⁻¹
**HOMO**: -9.132 eV
**F_max**: 2.40 eV Å⁻¹
**SMILES**: C/C=C/CCC.O.O